Record 1
A structure of composition C39H49BrN8O7S2Si2Ti, computed with ωB97M-V/def2-TZVPD.

Geometry as XYZ:
```
109
Properties=species:S:1:pos:R:3:forces:R:3:lowdin_charge:R:1
Ti 0.690 -0.498 1.447 -2.202 0.322 0.023 0.887
S -3.889 -4.609 6.050 -0.188 -0.189 0.219 0.894
N -4.009 -4.362 4.446 -0.068 -0.047 -0.037 -0.247
C -3.025 -3.559 4.109 0.340 0.305 -0.261 -0.303
C -2.730 -3.071 2.767 -0.177 -0.148 0.205 -0.107
C -3.454 -3.445 1.654 -0.060 -0.095 0.151 -0.032
C -3.069 -2.984 0.400 0.101 0.121 -0.128 -0.066
C -1.982 -2.114 0.329 -0.098 -0.026 -0.098 -0.154
N -1.297 -1.681 1.369 -0.047 -0.019 0.392 0.026
C -1.620 -2.190 2.613 0.209 0.177 0.175 -0.154
C -0.805 -1.817 3.703 -0.143 -0.032 -0.303 -0.144
N 0.281 -0.996 3.447 -0.225 -0.422 0.600 0.014
C 1.018 -0.578 4.479 0.008 0.002 -0.036 -0.103
C 0.785 -0.942 5.794 0.056 0.068 -0.103 -0.060
C -0.267 -1.825 6.059 -0.097 -0.109 0.110 -0.027
C -1.062 -2.270 5.030 -0.213 -0.124 0.155 -0.106
C -2.194 -3.173 5.226 0.224 0.307 -0.372 -0.300
N -2.578 -3.698 6.366 0.009 -0.011 0.107 -0.244
H -4.302 -4.108 1.777 0.037 -0.003 -0.005 0.107
H -3.582 -3.282 -0.504 0.003 0.009 0.023 0.087
H -1.645 -1.738 -0.627 0.028 0.003 0.013 0.037
H 1.852 0.062 4.221 -0.018 -0.011 -0.025 0.094
H 1.424 -0.558 6.576 -0.017 -0.030 -0.020 0.093
H -0.470 -2.172 7.066 -0.002 0.035 -0.038 0.107
O 6.604 -4.831 0.405 0.036 -0.072 -0.038 0.051
N 6.789 -3.849 1.099 -0.503 0.412 0.036 -0.359
O 7.853 -3.595 1.643 0.039 -0.022 0.016 0.032
C 5.660 -2.924 1.301 0.372 -0.489 -0.188 -0.146
C 4.464 -3.128 0.614 0.153 -0.219 -0.097 0.043
C 3.398 -2.295 0.809 -0.044 0.295 -0.146 -0.170
C 3.484 -1.201 1.744 0.244 -0.256 -0.463 -0.226
O 2.511 -0.387 1.890 1.807 0.283 0.659 -0.167
C 4.732 -1.054 2.409 0.174 0.213 0.351 -0.043
C 5.813 -1.891 2.175 0.122 0.235 0.243 0.046
N 4.975 0.011 3.397 -0.262 -0.347 -0.391 -0.327
O 4.018 0.546 3.931 0.189 -0.002 0.039 0.045
O 6.136 0.294 3.662 -0.116 0.034 0.006 0.038
N 2.255 -2.584 0.018 -0.189 -0.408 0.083 -0.245
O 1.137 -1.789 0.225 0.768 -0.577 -0.582 -0.310
O 2.541 -2.695 -1.331 0.256 0.424 0.036 -0.616
H 4.379 -3.916 -0.119 -0.003 -0.008 -0.005 0.130
H 6.744 -1.730 2.692 0.026 0.004 0.035 0.120
C 2.758 3.300 2.448 0.148 0.006 0.339 -0.176
Si 1.581 2.622 1.155 -0.398 -0.015 -0.279 0.364
C 2.632 1.882 -0.188 0.219 -0.200 -0.118 -0.195
C 0.679 4.112 0.446 -0.139 0.356 -0.019 -0.178
N 0.352 1.494 1.667 -0.134 0.395 0.550 -0.213
C -0.639 1.880 2.580 0.184 0.195 -0.411 -0.361
C -0.427 2.856 3.574 -0.003 -0.023 0.084 -0.051
C -1.430 3.220 4.462 0.026 -0.062 -0.067 -0.111
C -2.688 2.631 4.405 0.076 -0.017 -0.062 -0.134
C -2.921 1.673 3.424 0.040 -0.004 0.023 -0.102
C -1.927 1.317 2.526 -0.031 0.041 0.002 -0.052
H 3.731 3.485 1.976 -0.094 0.034 0.052 0.031
H 2.927 2.584 3.256 0.028 0.054 -0.058 0.013
H 2.405 4.241 2.885 0.041 -0.061 -0.026 0.019
H 2.669 2.546 -1.060 0.017 -0.018 0.077 0.028
H 2.332 0.899 -0.557 -0.012 -0.020 -0.069 -0.049
H 3.658 1.748 0.171 -0.056 0.008 -0.056 0.037
H 1.345 4.711 -0.190 -0.096 -0.067 0.088 0.026
H 0.301 4.763 1.244 -0.002 -0.076 -0.125 0.020
H -0.178 3.786 -0.155 0.098 0.031 -0.003 0.010
H 0.553 3.312 3.663 -0.091 -0.029 0.015 0.078
H -1.219 3.971 5.216 0.006 -0.007 -0.001 0.090
H -3.466 2.911 5.105 0.001 -0.005 0.004 0.081
H -3.893 1.197 3.348 0.029 0.017 -0.006 0.095
H -2.139 0.598 1.747 -0.010 -0.046 -0.029 0.083
S 3.436 -1.299 -2.022 -0.259 -0.234 0.035 0.331
C 1.358 1.039 -4.483 -0.002 0.076 0.059 -0.102
C 0.014 1.763 -4.275 0.078 0.100 -0.217 -0.617
C 0.340 3.015 -3.439 -0.011 0.033 -0.028 -0.122
C -0.520 2.230 -5.644 0.063 0.003 -0.017 -0.100
Si -1.241 0.614 -3.403 0.063 0.119 -0.023 0.449
Br -0.590 0.672 -1.280 -0.067 0.097 0.148 0.740
C -1.192 -1.186 -4.013 0.094 -0.254 -0.033 -0.605
C -2.387 -2.017 -3.519 -0.006 -0.052 -0.058 -0.101
C 0.071 -1.898 -3.481 -0.129 -0.135 0.001 -0.110
C -1.199 -1.242 -5.554 0.048 -0.072 0.026 -0.095
C -3.019 1.327 -3.343 -0.194 0.130 -0.003 -0.626
C -3.855 0.671 -2.227 -0.062 0.017 -0.001 -0.116
C -2.998 2.832 -3.024 -0.055 0.013 -0.026 -0.111
C -3.748 1.126 -4.683 -0.050 0.024 0.015 -0.096
H 2.084 1.767 -4.871 -0.041 -0.068 0.022 0.086
H 1.295 0.225 -5.206 0.009 0.013 0.019 0.064
H 1.768 0.626 -3.552 -0.029 0.038 -0.099 0.032
H 1.019 3.650 -4.025 -0.051 -0.048 0.057 0.086
H 0.847 2.754 -2.510 0.001 -0.009 -0.054 0.033
H -0.535 3.612 -3.181 0.038 -0.012 -0.033 0.056
H 0.254 2.830 -6.140 -0.053 -0.044 0.010 0.081
H -1.410 2.859 -5.550 0.077 -0.014 0.008 0.057
H -0.769 1.397 -6.308 0.034 0.043 0.046 0.064
H -2.458 -2.029 -2.430 -0.008 0.015 -0.094 0.047
H -2.232 -3.055 -3.842 -0.024 0.056 0.024 0.088
H -3.346 -1.685 -3.925 0.052 -0.020 0.012 0.062
H 0.081 -1.982 -2.390 -0.007 0.030 -0.100 0.051
H 1.011 -1.425 -3.748 0.070 0.056 -0.007 0.026
H 0.092 -2.920 -3.886 -0.017 0.083 0.031 0.093
H -2.068 -0.748 -6.001 0.031 -0.039 0.061 0.064
H -1.219 -2.296 -5.860 0.001 0.056 -0.017 0.083
H -0.302 -0.797 -5.986 -0.020 -0.031 0.023 0.059
H -3.429 0.869 -1.241 -0.023 0.005 -0.073 0.051
H -3.953 -0.408 -2.334 -0.005 0.071 -0.009 0.055
H -4.866 1.102 -2.251 0.086 -0.037 0.012 0.082
H -2.456 3.041 -2.096 -0.061 -0.039 -0.079 0.069
H -4.033 3.180 -2.893 0.080 -0.020 -0.008 0.082
H -2.551 3.425 -3.825 -0.038 -0.043 0.049 0.060
H -3.874 0.070 -4.934 -0.011 0.068 0.038 0.058
H -3.229 1.605 -5.518 -0.030 -0.022 0.058 0.064
H -4.750 1.570 -4.616 0.045 -0.020 -0.026 0.081
```
Forces are in eV/Å.

Computed properties:
⟨S²⟩ = 2.0287
Gap between HOMO and LUMO (spin up / spin down) = 4.6 / 5.1 eV
Multiplicity = 3
Net charge = -2
HOMO energy (spin up / spin down) = -0.95 / -1.43 eV



Record 2
A cluster of 2 separate species, C39H49NO4Si in total, computed with ωB97M-V/def2-TZVPD.

Geometry as XYZ:
```
94
Properties=species:S:1:pos:R:3:forces:R:3:lowdin_charge:R:1
C 3.811 2.697 4.156 0.148 -0.212 0.447 -0.077
C 2.904 3.881 3.947 -0.163 0.152 -0.273 -0.252
O 1.606 3.388 3.584 1.226 -0.067 0.349 -0.080
C 0.716 4.407 3.377 -2.756 0.111 -0.356 -0.485
C -0.687 3.933 3.548 0.858 2.088 -0.606 -0.120
C -1.682 5.002 3.603 0.154 -0.769 -0.223 -0.402
O -1.576 6.075 3.019 -0.424 0.181 0.109 0.016
C -2.968 4.696 4.423 0.773 0.447 -0.189 -0.130
C -3.931 3.806 3.659 -0.161 -0.041 0.163 -0.208
C -3.363 2.419 3.333 -0.237 -0.286 -0.033 -0.220
C -2.284 1.964 4.312 0.192 -0.127 -0.012 -0.207
C -0.891 2.670 4.279 0.092 -1.117 0.857 -0.203
O 1.091 5.538 3.117 0.406 -0.515 0.064 0.061
H 4.860 3.012 4.111 -0.135 -0.098 0.035 0.075
H 3.622 2.282 5.158 0.131 -0.175 -0.389 0.078
H 3.643 1.918 3.399 0.033 0.207 0.217 0.057
H 2.795 4.461 4.871 0.136 -0.010 -0.145 0.130
H 3.283 4.566 3.181 -0.150 -0.160 0.066 0.103
H -2.675 4.210 5.365 -0.160 0.168 -0.106 0.105
H -3.453 5.650 4.657 0.176 -0.104 -0.048 0.113
H -4.814 3.684 4.293 -0.080 -0.060 -0.090 0.102
H -4.268 4.309 2.747 0.069 0.010 0.061 0.111
H -4.198 1.706 3.422 0.211 0.019 -0.236 0.098
H -3.016 2.369 2.294 0.118 0.067 0.121 0.097
H -2.712 2.065 5.322 0.144 -0.091 -0.236 0.102
H -2.098 0.887 4.174 -0.171 0.171 0.028 0.095
H -0.141 1.974 3.878 -0.335 -0.107 0.276 0.090
H -0.624 2.795 5.349 0.141 -0.121 -0.160 0.114
C -3.788 -4.457 -2.963 -0.214 -0.207 -0.052 -0.147
Si -1.997 -4.617 -3.430 0.429 0.506 0.009 0.417
C -1.434 -6.386 -3.582 -0.140 -0.126 0.009 -0.153
C -1.622 -3.695 -5.014 -0.079 0.026 -0.143 -0.143
O -1.116 -4.010 -2.143 0.234 -0.118 0.603 -0.170
C -0.368 -2.838 -1.875 0.092 -0.360 0.169 -0.336
C 1.023 -2.968 -2.538 -0.524 0.402 0.041 -0.141
C 1.532 -4.240 -2.816 0.154 -0.169 -0.529 -0.048
C 2.717 -4.386 -3.545 -0.099 0.295 0.339 -0.059
C 3.471 -3.250 -3.869 -0.060 -0.059 0.123 -0.078
C 3.037 -1.985 -3.456 -0.120 -0.148 -0.015 -0.062
C 1.795 -1.840 -2.826 0.411 -0.194 -0.086 -0.053
C -1.246 -1.633 -2.224 0.159 -0.455 -0.550 -0.163
C -0.992 -0.766 -3.286 -0.241 0.296 0.317 -0.040
C -1.822 0.347 -3.477 -0.104 -0.276 0.051 -0.058
C -2.979 0.497 -2.706 0.124 -0.042 0.032 -0.072
C -3.315 -0.468 -1.748 0.200 -0.126 -0.089 -0.064
C -2.447 -1.535 -1.514 -0.269 0.501 0.006 -0.070
C -0.152 -2.835 -0.315 -0.242 -0.533 0.024 -0.167
C 0.634 -4.065 0.178 -0.432 0.069 0.634 -0.100
C 2.060 -3.599 0.441 0.577 0.140 -0.181 -0.130
C 1.997 -2.067 0.544 0.871 -0.102 0.146 -0.129
N 0.643 -1.690 0.154 -0.469 1.047 0.641 -0.024
C 0.165 -0.468 0.446 -0.259 -0.177 0.087 0.006
C 1.002 0.611 0.784 0.721 0.220 0.698 -0.040
C 0.653 1.972 0.791 -0.630 -0.853 -0.856 0.062
C 1.572 3.007 0.348 1.030 0.434 -0.021 -0.207
C 1.171 4.101 -0.466 -0.231 -0.338 0.641 -0.001
C 2.060 5.126 -0.776 0.361 -0.135 0.211 -0.059
C 3.370 5.104 -0.267 -0.513 -0.335 0.138 -0.053
C 3.812 3.969 0.424 0.150 0.118 -0.036 -0.075
C 2.946 2.912 0.673 -0.351 0.029 0.047 -0.036
H -4.423 -4.747 -3.812 0.030 0.044 0.228 0.041
H -4.012 -5.120 -2.118 -0.045 0.128 -0.159 0.041
H -4.045 -3.430 -2.673 0.093 -0.217 -0.141 0.024
H -1.990 -6.886 -4.387 0.138 -0.005 0.197 0.039
H -0.363 -6.446 -3.816 -0.255 0.025 -0.001 0.027
H -1.613 -6.925 -2.642 0.032 0.026 -0.213 0.040
H -1.959 -4.315 -5.858 0.089 0.175 0.119 0.040
H -2.150 -2.734 -5.072 0.111 -0.188 0.025 0.034
H -0.548 -3.508 -5.144 -0.194 -0.075 0.039 0.037
H 0.993 -5.134 -2.491 0.069 0.428 -0.359 0.103
H 3.045 -5.392 -3.835 -0.025 0.490 0.144 0.112
H 4.403 -3.361 -4.426 -0.276 0.088 0.200 0.105
H 3.647 -1.097 -3.640 -0.200 -0.332 -0.055 0.110
H 1.420 -0.847 -2.577 0.256 -0.289 0.014 0.114
H -0.165 -0.969 -3.969 -0.228 0.281 0.318 0.112
H -1.552 1.081 -4.236 -0.252 -0.222 0.143 0.109
H -3.638 1.349 -2.869 0.188 -0.175 0.047 0.107
H -4.241 -0.405 -1.172 0.262 0.092 -0.271 0.113
H -2.728 -2.313 -0.795 0.131 0.431 -0.284 0.124
H -1.128 -2.825 0.193 0.304 0.115 -0.384 0.146
H 0.181 -4.359 1.134 0.080 -0.100 -0.228 0.125
H 0.566 -4.922 -0.497 -0.076 0.310 0.157 0.109
H 2.463 -4.021 1.368 -0.089 0.041 -0.255 0.117
H 2.737 -3.873 -0.374 -0.156 -0.040 0.117 0.107
H 2.208 -1.743 1.573 -0.279 0.036 -0.199 0.131
H 2.754 -1.583 -0.094 -0.340 -0.121 0.061 0.128
H -0.924 -0.319 0.354 0.613 -0.092 -0.221 0.149
H 2.061 0.357 0.961 -0.501 0.308 -0.715 0.097
H -0.381 2.276 1.007 0.167 -0.099 -0.548 0.128
H 0.148 4.118 -0.847 0.238 0.181 0.264 0.122
H 1.734 5.972 -1.379 -0.006 -0.245 0.189 0.110
H 4.022 5.974 -0.372 -0.179 -0.356 -0.133 0.111
H 4.838 3.923 0.803 -0.399 -0.006 -0.212 0.113
H 3.309 2.013 1.177 -0.071 0.470 0.021 0.099
```
Forces are in eV/Å.

Computed properties:
Gap between HOMO and LUMO = 3.5 eV
HOMO energy = -5.43 eV



Number 1: DFT total energy -7279.164139 Eh. Number 2: DFT total energy -2160.657810 Eh.